[1]
The following is a DFT calculation (ωB97M-V/def2-TZVPD) of a molecular structure, C22H39BCl4LiMgN5O12PS2 at a distorted geometry.

Geometry (Å):
C  0.76794  3.41555  2.37855
C  -0.01495  2.85247  1.61433
C  -0.63320  2.35988  0.27476
C  -0.38611  0.86235  -0.22626
C  0.46675  1.05339  -1.56092
Cl  0.02393  0.46275  -3.24421
C  1.64566  1.80448  -1.67063
C  2.31939  2.63732  -0.56653
Cl  2.54838  1.98008  -3.26263
C  -1.87083  0.43211  -0.78187
O  -2.31485  1.48988  -1.69526
B  -3.68925  1.85235  -1.49304
O  -3.93372  3.12571  -0.87658
O  -4.84274  1.14359  -1.90293
P  -2.41607  -1.18227  -1.50436
N  -1.44562  -2.22398  -2.22706
O  -2.92771  0.59843  0.24546
S  -2.55130  0.13759  1.77228
O  -2.61599  1.41361  2.54087
O  -3.71636  -0.61268  2.27762
C  -0.86412  -0.72270  1.99447
C  -1.23497  -2.29101  1.83915
C  -0.27412  -3.41226  2.36874
C  1.14228  -3.13610  2.97187
N  -0.54962  -0.53922  3.36634
C  -1.33289  -1.21615  4.43392
C  0.01274  0.57945  4.07353
C  1.48013  0.34024  4.72115
O  -0.47422  1.61900  4.48192
C  0.22097  -0.23401  0.84020
C  1.65273  0.07495  1.42493
N  0.48287  -1.43005  0.05656
C  1.51594  -1.89972  -0.49987
C  2.65272  -1.35522  -1.44990
C  1.56687  -3.52021  -0.50588
H  1.55851  3.70806  3.12417
H  -1.72278  2.65949  0.45379
H  -0.37285  3.09789  -0.56047
H  3.44398  2.72278  -0.80498
H  1.95255  3.71795  -0.66056
H  2.26981  2.37473  0.51061
H  -3.10577  3.63567  -0.97508
H  -5.10611  1.45012  -2.79383
H  -3.42376  -0.89592  -2.50813
H  -3.13892  -1.97479  -0.52413
H  -0.52951  -1.79025  -2.13510
H  -2.24154  -2.53258  2.33099
H  -1.53066  -2.56549  0.77011
H  -0.80639  -4.01574  3.18707
H  -0.15170  -4.20112  1.55114
H  1.46241  -4.09205  3.51619
H  1.98740  -2.91549  2.25934
H  1.20160  -2.34069  3.78778
H  -1.40925  -0.60123  5.39131
H  -0.74380  -2.14580  4.75361
H  -2.37211  -1.55668  4.20277
H  2.10639  -0.38105  4.12169
H  2.05898  1.31511  4.76976
H  1.30026  -0.11540  5.74396
H  2.45885  0.31057  0.67600
H  2.05402  -0.80978  2.01635
H  1.73249  0.94716  2.14357
H  2.14313  -1.13265  -2.45150
H  3.18494  -0.41652  -1.15281
H  3.45642  -2.12228  -1.70489
H  2.03884  -3.90798  -1.47436
H  0.50146  -3.89458  -0.54586
H  2.19401  -3.93657  0.32744
Li  4.93250  2.22659  -0.77570
C  6.00215  -1.61325  -3.26012
Cl  6.64444  -2.65261  -1.98591
Cl  5.60338  -0.00203  -2.63207
H  6.74824  -1.51357  -4.04959
H  5.10082  -2.06818  -3.66601
C  -8.29434  3.10344  0.52530
O  -9.10952  2.58046  1.26498
N  -8.64222  4.02635  -0.41394
N  -6.96741  2.81226  0.57210
H  -7.98759  4.46856  -1.03185
H  -9.61619  4.26865  -0.47940
H  -6.67079  2.13423  1.25383
H  -6.28055  3.23174  -0.02832
O  6.28652  -1.95668  -7.89621
S  6.44280  -0.67961  -7.14341
O  7.09971  0.31230  -7.98088
O  7.22871  -0.90300  -5.92270
O  5.06429  -0.18846  -6.77393
Mg  3.55350  -1.64164  -7.13084

E_LUMO ... -6.91 eV
Gap between HOMO and LUMO ... 3.7 eV
F_max ... 8.129 eV/A
Net charge ... +1


[2]
The following is a DFT calculation (ωB97M-V/def2-TZVPD) of 10 unconnected molecules or ions with the total composition C22H39Cl27I2N5O5P4 at a distorted geometry.

Geometry (Å):
C  -2.03013  -1.05112  3.87131
C  -2.50347  -0.64417  2.44409
C  -3.61407  -1.66161  1.99077
C  -1.36687  -0.77926  1.38217
C  -0.09666  0.06864  1.72839
C  0.71986  0.63643  0.52286
C  0.99228  -0.27145  -0.71596
C  1.07828  -1.82316  -0.45554
C  -0.15946  -2.51273  -1.16612
I  2.81058  -2.74855  -1.41258
N  0.12520  1.98687  0.11377
P  -1.50506  1.98920  -0.76569
N  -2.68096  2.08395  0.52839
O  -1.62994  3.43443  -1.56080
C  1.12465  3.03422  -0.26561
P  1.46690  3.44754  -2.05137
N  1.01445  2.39137  -3.13909
C  2.47431  2.29599  0.20588
P  3.95703  3.44416  0.61193
O  3.35499  4.99604  0.41028
I  5.66985  3.12601  -1.13494
C  2.05768  1.20291  1.24059
O  1.97579  1.51094  2.63852
C  1.61802  2.73845  2.87911
N  1.30922  3.79166  3.08598
P  3.57458  0.05516  1.24151
N  4.30684  -0.01158  -0.11875
O  3.06788  -1.36417  1.87109
O  4.57646  0.70751  2.38327
H  -2.94254  -1.15111  4.49128
H  -1.50612  -2.02029  3.89492
H  -1.45092  -0.21401  4.30356
H  -2.90934  0.37776  2.50613
H  -3.50856  -1.86233  0.90812
H  -4.62142  -1.27162  2.20977
H  -3.47179  -2.64221  2.48354
H  -1.06173  -1.84365  1.45057
H  -1.75361  -0.64655  0.35720
H  -0.41563  0.83370  2.46397
H  0.59135  -0.60682  2.27046
H  0.22197  -0.14421  -1.49807
H  1.94225  0.01449  -1.21165
H  1.00184  -2.11769  0.59970
H  0.18721  -3.53281  -1.41826
H  -0.40607  -2.04318  -2.13076
H  -1.01626  -2.65049  -0.49272
H  -0.18807  2.34786  1.03167
H  -3.47161  2.62926  0.16986
H  -2.30993  2.67890  1.28326
H  -2.55890  3.73452  -1.55152
H  0.89241  3.96956  0.27679
H  2.88285  3.59498  -2.15919
H  0.87439  4.72160  -2.30397
H  0.54778  1.62198  -2.65745
H  2.80670  1.89268  -0.77218
H  3.38688  5.20352  -0.54219
H  5.25153  0.34728  0.05209
H  3.88955  -1.84414  2.09449
H  4.33918  0.26150  3.21844
C  -3.15060  -5.55953  4.32802
Cl  -4.35762  -4.30132  4.62757
Cl  -3.92021  -7.02993  3.73310
Cl  -1.92842  -4.98916  3.17983
H  -2.65694  -5.78648  5.26660
C  5.59766  -2.68767  -4.20430
Cl  6.24249  -2.82418  -5.84029
Cl  5.30661  -4.28896  -3.51226
Cl  6.69233  -1.75635  -3.17710
H  4.65012  -2.16261  -4.25410
C  4.90582  4.11141  -5.55150
Cl  4.43655  5.29821  -6.77153
Cl  3.51785  3.66983  -4.54471
Cl  5.59901  2.67851  -6.30705
H  5.65986  4.55971  -4.91454
C  -2.83125  -8.94833  -0.08984
Cl  -3.81914  -7.49394  0.09227
Cl  -1.34586  -8.58277  -0.97208
Cl  -2.45883  -9.65027  1.48794
H  -3.39724  -9.67435  -0.66146
C  -4.40894  -6.89407  7.90307
Cl  -4.55676  -6.67988  9.64709
Cl  -2.70390  -6.98187  7.43030
Cl  -5.27236  -8.33882  7.37689
H  -4.85300  -6.03397  7.41433
C  -3.52854  5.02218  -4.69657
Cl  -4.40354  4.89056  -3.15565
Cl  -3.95044  6.51933  -5.52002
Cl  -1.78946  4.92106  -4.42625
H  -3.82459  4.19147  -5.32668
C  0.69979  5.00034  6.25968
Cl  2.14735  5.58383  7.08220
Cl  0.37714  3.31408  6.68846
Cl  -0.69096  6.01617  6.64691
H  0.87162  5.05113  5.19092
C  1.50424  4.94056  -8.73102
Cl  0.50302  4.58473  -7.31906
Cl  2.06532  3.44802  -9.48738
Cl  0.61628  5.93218  -9.89034
H  2.37114  5.49948  -8.39906
C  -4.27990  -2.82959  -2.44694
Cl  -3.31602  -1.34481  -2.47343
Cl  -4.12149  -3.70268  -3.96928
Cl  -3.78903  -3.84499  -1.08897
H  -5.32081  -2.55842  -2.31504

E_LUMO ... -2.99 eV
Gap between HOMO and LUMO ... 8.2 eV
F_max ... 4.846 eV/A
Net charge ... +1


- What is the net charge in the second record?
  +1